No. 1
DFT (wB97M-V/def2-TZVPD) results for a 2-piece molecular cluster, C4H12NO overall.

Last column: Löwdin charge in e.
Cartesian coordinates (Å):
C  0.986  -1.676  -0.471  -0.07
C  -1.868  -0.951  0.166  0.02
C  0.454  -0.245  -0.563  -0.18
C  -0.791  0.049  0.185  -0.27
N  -0.907  1.170  0.806  0.26
O  1.591  2.292  0.186  -0.04
H  0.348  -2.391  -0.973  0.08
H  1.960  -1.710  -0.943  0.09
H  1.111  -1.975  0.564  0.09
H  -1.485  -1.907  0.520  0.11
H  -2.185  -1.128  -0.863  0.12
H  -2.732  -0.668  0.756  0.10
H  1.239  0.444  -0.263  0.09
H  0.234  -0.024  -1.615  0.15
H  -1.762  1.424  1.292  0.16
H  -0.120  1.832  0.777  0.11
H  1.732  2.979  -0.475  0.09
H  2.193  2.486  0.913  0.09

As for the strongest force on any atom: 0.0129 hartree/bohr. As for the net charge: +1. The relative energy (zero: lowest compared OMol25 entry of this formula, charge and spin) is 0.2 kcal/mol. The calculation puts the molar mass at 90.1 g/mol. The calculation puts the frontier orbital gap at 0.4437 hartree. For the HOMO energy, the calculation gives -0.5844 Ha.

---

No. 2
DFT (wB97M-V/def2-TZVPD) results for C19H7BrCl10N2OsS as an isolated structure at a distorted geometry.

Last column: Löwdin charge in e.
Cartesian coordinates (Å):
Os  -0.156  1.026  0.034  0.99
Cl  0.518  2.792  1.738  0.74
C  -0.042  2.188  3.297  -0.60
C  0.297  2.919  4.418  -0.09
C  -0.159  2.473  5.647  -0.04
C  -0.934  1.327  5.730  -0.08
C  -1.255  0.618  4.586  -0.68
Cl  -2.215  -0.807  4.719  0.72
C  -0.811  1.034  3.324  -0.66
S  -1.282  0.117  1.896  0.59
H  0.902  3.811  4.332  0.12
H  0.093  3.021  6.545  0.12
H  -1.294  0.971  6.686  0.12
Cl  -0.266  -2.559  -0.357  0.73
C  -0.612  -1.567  -1.718  -0.67
C  -0.724  -0.191  -1.544  -0.34
C  -1.080  0.498  -2.684  -0.30
Cl  -1.355  2.357  -2.241  0.97
C  -1.099  0.029  -3.979  -0.65
Cl  -1.238  1.018  -5.372  0.76
C  -0.961  -1.359  -4.115  -0.69
Cl  -1.036  -2.058  -5.669  0.77
C  -0.761  -2.156  -2.982  -0.68
Cl  -0.649  -3.845  -3.157  0.78
Br  -3.040  3.551  -4.142  1.31
C  -3.204  2.353  -2.678  -0.55
C  -4.004  2.090  -1.682  -0.01
C  -3.198  1.661  -0.467  -0.11
N  -1.958  1.821  -0.469  -0.24
C  0.317  2.387  -1.253  -0.29
C  -1.273  3.594  -3.326  -0.59
H  -5.083  2.139  -1.640  0.15
H  -3.681  1.322  0.449  0.14
H  1.014  3.166  -1.559  0.03
H  -0.650  4.474  -3.334  0.07
Cl  3.603  -2.859  -0.118  0.67
C  3.638  -1.476  0.974  -1.62
Cl  3.492  -1.981  2.654  0.69
Cl  5.074  -0.489  0.716  0.68
C  2.467  -0.640  0.665  -0.29
N  1.535  -0.018  0.450  0.01

As for the strongest force on any atom: 0.0587 hartree/bohr. As for the net charge: +2. The relative energy (zero: lowest compared OMol25 entry of this formula, charge and spin) is 319.5 kcal/mol. The calculation puts the molar mass at 920.0 g/mol. The calculation puts the frontier orbital gap (spin up / spin down) at 0.1844 / 0.1819 hartree. For the HOMO energy (spin up / spin down), the calculation gives -0.4875 / -0.4857 Ha.

---

No. 3
DFT (wB97M-V/def2-TZVPD) results for a 3-piece molecular cluster, C4H15NO2 overall at a distorted geometry.

Last column: Löwdin charge in e.
Cartesian coordinates (Å):
C  0.996  1.297  1.144  -0.14
C  -0.140  1.635  0.247  -0.27
C  -1.543  0.973  0.698  -0.19
C  -1.451  -0.535  1.027  -0.24
N  -1.383  -1.431  -0.288  -0.01
H  1.899  1.865  0.844  0.08
H  1.135  0.135  1.317  0.10
H  0.779  1.658  2.097  0.04
H  -0.411  2.724  0.354  0.11
H  0.216  1.467  -0.792  0.08
H  -1.843  1.483  1.613  0.10
H  -2.279  1.002  -0.134  0.11
H  -2.357  -0.804  1.563  0.09
H  -0.619  -0.875  1.555  0.05
H  -0.757  -0.810  -0.894  0.04
H  -2.288  -1.460  -0.735  0.03
H  1.553  -1.020  -2.174  0.02
H  1.001  -0.155  -3.314  0.05
O  0.905  -0.280  -2.351  -0.10
H  2.902  -2.487  -0.295  0.09
H  1.428  -2.267  -0.529  0.02
O  2.258  -2.115  -0.953  -0.06

As for the strongest force on any atom: 0.0720 hartree/bohr. As for the structure (SMILES): CCCCN.O.O. The relative energy (zero: lowest compared OMol25 entry of this formula, charge and spin) is 35.4 kcal/mol. The calculation puts the molar mass at 109.2 g/mol. The calculation puts the frontier orbital gap at 0.3654 hartree. For the HOMO energy, the calculation gives -0.3397 Ha.

---

- Among the records above, which one has the highest molar mass?
  C19H7BrCl10N2OsS

---

- Which of these has the highest relative energy (zero: lowest compared OMol25 entry of this formula, charge and spin)?
  C19H7BrCl10N2OsS